Here is a cluster of 12 separate species, C38H106N6O18 in total in a non-equilibrium geometry from the OMol25 dataset. Energies are from ωB97M-V with the def2-TZVPD basis set.

M	935.3	g mol⁻¹
total energy	-86905.4904	eV
lowest unoccupied orbital energy	-0.994	eV
frontier orbital gap	6.6	eV

Geometry (Å):
O1 -2.29207 2.71671 -3.69911
H1 -1.83283 2.79643 -2.85986
H2 -1.94312 3.42842 -4.24069
H3 -2.22442 1.81325 -4.01660
C1 -0.29215 1.13174 0.43797
C2 -0.77262 1.36611 -0.98130
O2 -0.78534 2.71241 -1.38798
H4 -0.59317 1.83779 1.21190
H5 0.76659 1.37012 0.53964
H6 -0.39112 0.09163 0.74857
H7 -1.77675 0.98251 -1.16208
H8 -0.10262 0.71385 -1.54144
O3 2.21533 2.41837 3.31429
H9 2.31050 2.81266 2.44729
H10 2.99560 1.87356 3.41714
O4 -2.71725 3.57849 0.85632
H11 -2.35872 3.00778 1.53601
H12 -2.55539 3.10849 0.03833
O5 0.74273 4.75841 -2.93155
H13 0.35656 4.88935 -3.79756
H14 0.20656 4.07428 -2.53064
O6 2.08675 3.71861 -0.74472
H15 1.27316 3.22912 -0.62347
H16 2.65771 3.41356 -0.03961
C3 -2.77302 8.33630 1.49667
O7 -1.92217 7.63093 0.65412
C4 -1.05209 6.60915 1.22539
C5 -0.27592 5.80522 0.16430
N1 0.89333 6.56036 -0.44607
C6 0.45610 7.55845 -1.42918
C7 1.62268 8.30166 -2.07963
O8 2.26581 7.29511 -2.91073
C8 3.17835 7.86174 -3.76158
H17 -3.32317 9.07460 0.91327
H18 -2.22472 8.84369 2.29042
H19 -3.49333 7.62205 1.89554
H20 -1.67160 5.83483 1.67787
H21 -0.44568 6.99613 2.04430
H22 -1.02808 5.45916 -0.54466
H23 -0.00047 4.91790 0.73429
H24 1.29283 7.12080 0.29312
H25 -0.15504 8.35262 -1.00033
H26 -0.13004 7.04321 -2.19013
H27 2.38213 8.73759 -1.43056
H28 1.19078 9.06320 -2.72897
H29 3.42535 7.08956 -4.49017
H30 4.06110 8.24224 -3.24770
H31 2.74967 8.66580 -4.35977
C9 -7.85304 -7.77926 0.71629
O9 -7.90052 -6.73079 1.63964
C10 -8.48720 -5.51161 1.05055
C11 -8.31079 -4.24258 1.83957
N2 -6.95780 -3.61706 1.81513
C12 -6.97125 -2.20307 1.95521
C13 -5.54879 -1.75793 2.27009
O10 -4.88084 -1.54733 1.00229
C14 -3.57369 -1.01519 1.12899
H32 -7.35562 -8.60340 1.22762
H33 -7.25444 -7.52388 -0.15810
H34 -8.85304 -8.12161 0.45004
H35 -9.54371 -5.70623 0.86615
H36 -8.00655 -5.31347 0.09252
H37 -8.66163 -4.41564 2.85694
H38 -9.01389 -3.58152 1.33284
H39 -6.51266 -4.12799 2.56405
H40 -7.71298 -1.96600 2.71794
H41 -7.29548 -1.89525 0.96112
H42 -4.93910 -2.48095 2.81196
H43 -5.44170 -0.83790 2.84471
H44 -2.85688 -1.62754 1.67608
H45 -3.67053 -0.05409 1.63397
H46 -3.16369 -0.84837 0.13292
C15 9.58841 1.11097 -2.97262
O11 8.26178 1.40093 -3.39946
C16 7.99509 2.84451 -3.41855
C17 6.54919 3.19706 -3.86225
N3 5.50566 2.75985 -2.85945
C18 5.26049 1.32732 -2.81085
C19 4.15953 1.02147 -1.81981
O12 3.79570 -0.34025 -1.75835
C20 3.50803 -0.87323 -0.46361
H47 9.77634 1.45485 -1.95551
H48 10.20867 1.55800 -3.74950
H49 9.88962 0.06715 -2.88425
H50 8.70044 3.36398 -4.06719
H51 8.19662 3.29274 -2.44562
H52 6.42620 2.84747 -4.88731
H53 6.51664 4.28338 -3.94567
H54 5.86941 2.83243 -1.92002
H55 6.09705 0.68335 -2.53957
H56 4.97466 0.97949 -3.80352
H57 3.24668 1.49286 -2.18395
H58 4.33686 1.40253 -0.81410
H59 4.30268 -0.81843 0.28045
H60 3.24200 -1.91706 -0.63015
H61 2.64920 -0.34147 -0.05404
C21 1.04669 -2.47291 -2.14454
O13 0.04012 -3.18071 -2.74096
C22 -1.24118 -2.58053 -2.57978
C23 -2.32260 -3.16932 -3.48505
N4 -2.31921 -2.69767 -4.92876
C24 -3.42732 -3.29570 -5.67822
C25 -3.34597 -4.79358 -6.02900
O14 -2.11609 -5.04027 -6.75608
C26 -1.78968 -6.43609 -6.57446
H62 0.89303 -2.44656 -1.06574
H63 1.04868 -1.40272 -2.35141
H64 2.02127 -2.93068 -2.31406
H65 -1.27807 -1.50032 -2.72079
H66 -1.58669 -2.73833 -1.55811
H67 -3.34913 -3.10922 -3.12347
H68 -2.08871 -4.23392 -3.48578
H69 -1.53183 -3.23390 -5.26434
H70 -3.35117 -2.75541 -6.62183
H71 -4.45277 -3.10680 -5.36062
H72 -4.14121 -5.13288 -6.69276
H73 -3.45209 -5.31585 -5.07818
H74 -0.83449 -6.66137 -7.04877
H75 -2.61078 -7.03671 -6.96583
H76 -1.60958 -6.57892 -5.50897
C27 0.85419 -2.76100 6.12147
O15 0.28941 -1.50736 5.78599
C28 0.62469 -1.13344 4.46733
C29 0.08067 0.24732 4.16656
N5 -1.36612 0.22603 4.07617
C30 -1.93853 1.56994 4.14191
C31 -3.47679 1.47017 4.29304
O16 -3.67472 1.05070 5.67795
C32 -5.00335 0.53464 5.99552
H77 0.59678 -3.01384 7.15002
H78 1.93766 -2.67895 6.03513
H79 0.50899 -3.52719 5.42729
H80 0.22816 -1.83618 3.73453
H81 1.66208 -0.89890 4.22876
H82 0.56244 0.55543 3.23862
H83 0.41821 0.91999 4.95502
H84 -1.85806 -0.24929 4.81926
H85 -1.59781 2.06983 3.23519
H86 -1.62745 2.12245 5.02850
H87 -3.79396 0.77894 3.51220
H88 -3.99670 2.37859 3.98881
H89 -4.98903 0.24759 7.04695
H90 -5.24381 -0.24600 5.27379
H91 -5.75741 1.31908 6.05988
C33 -0.37317 -3.58491 1.51617
O17 0.47888 -4.39573 2.33106
C34 1.80627 -4.31965 1.77578
C35 2.73976 -4.69832 2.92866
N6 4.17600 -4.67254 2.65641
C36 4.74317 -3.31742 2.88739
C37 6.13934 -3.22095 2.25325
O18 6.07465 -3.06487 0.86047
C38 7.33759 -3.10724 0.29803
H92 -0.39446 -4.00170 0.50922
H93 -0.03530 -2.56485 1.33338
H94 -1.37401 -3.48984 1.93734
H95 2.04251 -3.32146 1.40713
H96 1.88731 -5.03108 0.95395
H97 2.41915 -5.68582 3.26054
H98 2.52712 -4.06210 3.78778
H99 4.28677 -5.05690 1.72900
H100 4.82696 -3.08327 3.94864
H101 4.14519 -2.50805 2.46856
H102 6.74022 -4.06887 2.58200
H103 6.67492 -2.36031 2.65391
H104 7.36035 -3.06031 -0.79071
H105 8.00003 -3.92870 0.57089
H106 7.84215 -2.17044 0.53453

Forces on the atoms, in the same order (eV/Å):
O -1.94 0.34 -1.49
H 2.46 -0.10 4.57
H 0.24 0.04 -0.93
H 0.32 -0.42 -0.65
C 0.71 0.58 0.70
C -0.10 0.87 -0.16
O -0.60 -0.21 -1.17
H -1.15 -0.19 -0.03
H 0.56 -0.34 -0.67
H -0.28 0.01 0.18
H -0.45 -0.68 0.43
H 0.27 -0.08 -0.77
O -0.13 0.03 0.11
H -0.03 0.22 -0.25
H 0.24 -0.14 0.08
O -0.56 0.33 0.37
H 0.08 -0.14 0.13
H 0.56 -0.07 -0.49
O -0.10 0.30 -0.55
H 0.10 0.25 -0.36
H -0.16 -0.78 0.81
O 0.52 -0.04 0.16
H -0.77 -0.15 -0.23
H 0.25 -0.04 0.11
C -0.07 -0.64 0.25
O 1.63 -0.61 -0.98
C -1.45 -0.18 -0.32
C 0.37 2.10 0.54
N -1.47 -0.45 0.22
C 0.41 0.45 0.48
C -0.19 -2.44 -1.13
O -0.90 0.90 1.00
C 0.32 -0.20 -1.02
H 0.16 -0.01 -0.11
H -0.04 0.07 0.28
H -0.28 0.14 0.54
H -0.50 0.04 0.28
H 0.39 0.44 -0.15
H 0.42 0.13 -0.45
H 0.71 -0.09 -0.36
H 0.24 -0.24 0.45
H -0.49 -0.02 0.25
H 0.18 0.14 -0.14
H -0.17 0.09 0.43
H 0.10 0.34 -0.09
H 0.51 -0.06 0.10
H 0.31 0.02 0.03
H -0.16 0.48 -0.02
C 0.25 -0.37 0.48
O -0.44 2.13 -0.09
C 1.08 -1.35 -0.13
C 0.16 0.26 -0.20
N -1.10 -3.50 -0.22
C 0.36 -0.50 0.39
C 0.99 0.88 -1.36
O -0.09 -0.43 0.19
C -0.57 0.40 -0.01
H 0.01 -0.06 -0.05
H -0.12 0.07 -0.27
H -0.16 0.05 -0.33
H -0.20 0.01 0.11
H 0.10 -0.27 -0.29
H -0.14 0.22 0.28
H -0.07 0.36 0.19
H 0.74 0.52 0.13
H 0.05 0.90 0.23
H 0.09 0.99 0.25
H -0.39 -0.52 0.25
H -0.52 0.31 0.08
H -0.16 -0.29 0.26
H 0.41 0.21 0.05
H -0.18 -0.03 -0.07
C -0.03 0.63 -0.38
O -0.56 0.65 0.34
C -0.10 -0.69 -0.18
C 0.73 -0.75 1.65
N 0.79 -0.46 -0.74
C -0.23 -1.39 -0.70
C -1.83 0.49 -0.35
O 1.02 -1.30 0.46
C -0.40 0.42 -0.82
H 0.12 0.76 -0.04
H 0.76 0.19 0.49
H -0.97 -0.38 -0.61
H 0.23 -0.20 -0.48
H -0.14 -0.26 0.48
H -0.65 -0.51 0.24
H -0.07 0.09 0.23
H 0.46 1.41 0.11
H 0.54 0.25 0.02
H -0.31 -0.06 -0.06
H 0.02 0.73 0.19
H 0.42 0.19 0.13
H 0.47 0.08 -0.27
H 0.09 0.05 0.17
H -0.32 0.01 0.19
C 0.67 0.91 1.62
O -1.72 -0.36 -1.59
C -1.06 0.19 0.12
C 0.57 -0.84 -1.11
N -0.24 -1.09 2.19
C -0.02 0.11 -2.12
C 0.73 0.95 -0.26
O -0.42 -0.77 1.21
C 0.36 1.16 0.13
H 0.05 -0.33 0.59
H 0.21 0.12 -0.82
H -0.18 0.06 -0.37
H 0.73 0.32 -0.15
H 0.06 -0.11 0.38
H 0.20 0.53 0.47
H -0.16 -0.43 0.07
H 0.60 0.45 -0.68
H -0.27 -0.09 -0.37
H 0.21 0.30 0.80
H -0.45 0.29 0.15
H 0.52 -0.65 -0.03
H -0.25 0.14 -0.41
H 0.15 -0.33 0.10
H -0.32 -0.44 0.13
C 0.12 0.34 -0.16
O 0.35 -0.02 -0.22
C -0.55 1.31 -0.42
C -0.87 -0.93 0.70
N -0.87 0.87 -0.39
C -0.81 -0.30 -0.08
C 1.04 -0.20 0.03
O -1.16 0.00 -1.10
C 1.22 1.02 0.05
H -0.12 0.08 -0.13
H 0.27 -0.21 0.09
H -0.08 -0.24 0.02
H 0.05 -0.34 -0.03
H 0.88 -1.11 0.73
H -0.42 0.26 -0.15
H 0.23 0.23 0.14
H 0.76 -0.64 0.39
H -0.32 0.48 0.05
H 0.50 0.25 0.05
H -0.35 -0.82 0.53
H 0.02 0.49 0.72
H 0.46 -0.79 -0.23
H -0.32 -0.13 0.34
H -0.10 0.30 -0.87
C -0.11 -0.38 -0.27
O 0.17 1.45 -0.90
C -0.07 -0.37 1.23
C -0.18 -0.36 0.25
N -0.75 0.74 0.77
C 0.78 -0.71 -1.47
C -0.31 0.53 1.04
O -0.85 -1.19 -0.21
C 1.35 1.21 -0.88
H -0.43 -0.32 -0.16
H 0.53 0.27 0.55
H 0.10 -0.47 0.11
H -0.14 0.22 -0.07
H 0.10 -0.07 -0.23
H 0.17 -0.26 -0.04
H -0.01 0.25 -0.08
H 0.68 0.49 -0.24
H -0.01 -0.48 0.15
H -0.32 0.11 -0.27
H -0.01 -0.48 -0.35
H -0.03 0.41 0.26
H -0.87 -0.35 -0.10
H -0.32 -0.32 0.44
H 0.48 0.15 0.47

Löwdin atomic charge list, values in e, 99 entries:
1. O 0.335
2. H 0.065
3. H 0.169
4. H 0.176
5. C -0.090
6. C -0.437
7. O -0.341
8. H 0.048
9. H 0.047
10. H 0.067
11. H 0.076
12. H 0.080
13. O -0.037
14. H 0.021
15. H 0.038
16. O -0.042
17. H -0.007
18. H 0.006
19. O -0.042
20. H 0.020
21. H -0.028
22. O -0.043
23. H -0.017
24. H 0.016
25. C -0.135
26. O -0.212
27. C -0.193
28. C -0.174
29. N -0.026
30. C -0.227
31. C -0.179
32. O -0.197
33. C -0.166
34. H 0.084
35. H 0.082
36. H 0.083
37. H 0.093
38. H 0.117
39. H 0.108
40. H 0.096
41. H 0.094
42. H 0.100
43. H 0.109
44. H 0.121
45. H 0.112
46. H 0.088
47. H 0.084
48. H 0.077
49. C -0.145
50. O -0.196
51. C -0.199
52. C -0.205
53. N -0.078
54. C -0.214
55. C -0.180
56. O -0.196
57. C -0.103
58. H 0.086
59. H 0.085
60. H 0.083
61. H 0.118
62. H 0.116
63. H 0.121
64. H 0.117
65. H 0.108
66. H 0.114
67. H 0.127
68. H 0.121
69. H 0.094
70. H 0.071
71. H 0.067
72. H 0.075
73. C -0.117
74. O -0.211
75. C -0.199
76. C -0.157
77. N -0.033
78. C -0.236
79. C -0.231
80. O -0.190
81. C -0.100
82. H 0.082
83. H 0.084
84. H 0.081
85. H 0.109
86. H 0.112
87. H 0.115
88. H 0.105
89. H 0.096
90. H 0.106
91. H 0.125
92. H 0.120
93. H 0.115
94. H 0.078
95. H 0.068
96. H 0.075
97. C -0.148
98. O -0.156
99. C -0.214